(1)
The following is a quantum chemistry calculation of 2 unconnected molecules or ions with the total composition C3H7NO, from OMol25.

## Properties
Energy above the lowest of the compared OMol25 structures with the same formula, charge and spin: 539.36 kJ/mol
Largest force on an atom: 5.5 eV/A
DFT total energy: -6757.1603 eV

The geometry in ORCA input format:
```
! RIJCOSX wB97M-V def2-TZVPD def2/J DEFGRID3
* xyz 0 1
C -2.35819 -0.13572 0.00349
C 1.72479 -0.50190 -0.02119
C 0.83927 0.63703 0.46140
N -1.81604 -1.01333 0.62816
O 0.16069 1.29769 -0.43348
H -3.46465 -0.27765 -0.29354
H -1.77999 0.74088 -0.32787
H 1.55497 -1.21895 0.61991
H 2.79992 -0.23408 0.01610
H 1.45697 -0.90968 -0.91514
H 0.91862 0.97716 1.46110
H -0.03635 0.63856 -1.19895
*
```

(2)
The following is a quantum chemistry calculation of a gas-phase ion, C3H7NO2 (charge -1), from OMol25.

## Properties
Energy above the lowest of the compared OMol25 structures with the same formula, charge and spin: 135.51 kJ/mol
Largest force on an atom: 1.9 eV/A
DFT total energy: -8807.8171 eV

The geometry in ORCA input format:
```
! RIJCOSX wB97M-V def2-TZVPD def2/J DEFGRID3
* xyz -1 2
O -0.97648 2.00202 0.31262
C -1.47348 0.81766 0.10955
C -0.58878 -0.36664 -0.09744
C 0.67170 0.13053 -0.87502
O 1.93258 -0.18920 -0.24256
N -0.25436 -1.05758 1.18314
H -2.48895 0.61930 0.47940
H -0.96672 -1.12376 -0.73011
H 0.63270 1.21892 -0.94876
H 0.65571 -0.30602 -1.86664
H 2.29509 0.66886 0.00322
H 0.17732 -1.94722 0.97025
H 0.38368 -0.46687 1.70235
*
```

(3)
The following is a quantum chemistry calculation of 3 unconnected molecules or ions with the total composition C3H7NO2, from OMol25.

## Properties
Energy above the lowest of the compared OMol25 structures with the same formula, charge and spin: 227.37 kJ/mol
Largest force on an atom: 3.9 eV/A
DFT total energy: -8801.2850 eV

The geometry in ORCA input format:
```
! RIJCOSX wB97M-V def2-TZVPD def2/J DEFGRID3
* xyz -2 1
C -0.90713 1.21464 0.94176
C 0.22231 0.87282 0.08622
C 0.40296 -0.07918 -0.79564
N 1.24626 -2.08736 -0.27966
O 1.41172 -3.11325 -0.99346
O 1.70112 -2.10740 0.93530
H -0.68824 2.03319 1.56575
H -1.74641 1.33506 0.23779
H -1.15915 0.52547 1.71187
H 1.12637 1.51392 0.23078
H -2.35628 0.74812 -1.13801
H -0.52267 -0.62178 -1.03392
H 1.26914 -0.23425 -1.46878
*
```

(4)
The following is a quantum chemistry calculation of 2 unconnected molecules or ions with the total composition C3H7NO2, from OMol25.

## Properties
Energy above the lowest of the compared OMol25 structures with the same formula, charge and spin: 293.04 kJ/mol
Largest force on an atom: 5.2 eV/A
DFT total energy: -8807.4917 eV

The geometry in ORCA input format:
```
! RIJCOSX wB97M-V def2-TZVPD def2/J DEFGRID3
* xyz 0 1
C -0.33520 1.91193 0.63741
C 1.07018 -0.80083 -0.78306
N -0.68861 0.91147 -0.10054
C -0.05471 -0.94418 0.54381
O -1.13429 -1.69103 0.24295
O 0.30725 -0.83264 1.67423
H -1.32557 -1.71218 -0.70246
H -1.70080 0.79105 -0.23513
H -0.96760 2.73128 0.96135
H 0.72218 2.06337 0.80664
H 1.67512 -1.69344 -0.69517
H 0.72431 -0.76765 -1.81918
H 1.70773 0.03286 -0.53085
*
```

Q: Which value of largest force on an atom does entry 2 give?
A: 1.9 eV/A

Q: Number 1 is which compound?
A: C3H7NO